No. 1
Computed, not measured: a gas-phase ion, C7H10NS2 (charge +1), with ωB97M-V with the def2-TZVPD basis set.

ORCA input file:
```
! wB97M-V def2-TZVPD RIJCOSX def2/J DEFGRID3
* xyz 1 1
S 1.22688 -1.93539 -1.98618
C 1.99681 -0.34049 -1.42121
N 0.84343 0.59027 -1.51289
C -0.03842 0.26476 -0.33173
C 0.73536 -0.20132 0.64855
C 0.22599 -0.40878 2.03947
C -1.04308 -0.19968 2.31112
C -1.95591 0.48211 1.32426
C -1.42960 0.56590 -0.21950
S 2.44568 -0.34752 0.35041
H 2.28618 -2.17554 -2.85698
H 2.91734 -0.01204 -1.99747
H 0.08430 0.19710 -2.16484
H 0.85372 1.66236 -1.54421
H 0.97647 -0.77198 2.69842
H -1.41439 -0.32554 3.28648
H -2.97663 0.29976 1.28246
H -1.91462 1.46160 1.64663
H -1.73988 1.43515 -0.67470
H -2.07962 -0.24074 -0.87808
*
```

energy above the lowest of the compared OMol25 structures with the same formula, charge and spin: 0.000 eV
HOMO level: -12.419 eV
lowest unoccupied orbital energy: -3.4 eV
Kohn-Sham gap: 9.051 eV
SMILES string: S[C@H]1[NH2+]C2=C(C=CCC2)S1

No. 2
Computed, not measured: 2 unconnected molecules or ions with the total composition C5H17N3O, with ωB97M-V with the def2-TZVPD basis set.

ORCA input file:
```
! wB97M-V def2-TZVPD RIJCOSX def2/J DEFGRID3
* xyz 0 1
C -0.99493 -1.32472 -1.79542
N 0.27960 -0.76911 -2.26679
C 0.91608 0.23038 -1.41694
C 0.11578 0.93029 -0.28615
C 0.53365 2.39520 -0.20128
N 0.30698 0.19715 0.96104
C -0.53698 0.62723 2.07718
N -1.26441 -0.43739 2.73532
H -0.94389 -1.54197 -0.72934
H -1.82762 -0.62034 -1.90323
H -1.21932 -2.24716 -2.32545
H 0.06674 -0.38311 -3.18103
H 1.43598 0.96038 -2.04164
H 1.76623 -0.24459 -0.90013
H -0.92830 0.85882 -0.56226
H 0.45860 2.83886 -1.19411
H 1.54328 2.46788 0.20919
H -0.11444 3.02909 0.41782
H 1.28474 0.18242 1.21825
H 0.05107 1.16677 2.81283
H -1.23970 1.38478 1.73784
H -1.95046 -0.80840 2.08334
H -0.62792 -1.21457 2.88624
O 0.76965 -2.77121 0.85063
H 0.69880 -1.81697 0.61537
H 1.42080 -3.08971 0.19874
*
```

energy above the lowest of the compared OMol25 structures with the same formula, charge and spin: 1.057 eV
HOMO level: -8.816 eV
lowest unoccupied orbital energy: 0.9 eV
Kohn-Sham gap: 9.681 eV
SMILES string: CNC[C@H](C)NCN.O

No. 3
Computed, not measured: a molecular structure, C20H19Cl3CuNOSSeSi, with ωB97M-V with the def2-TZVPD basis set.

ORCA input file:
```
! wB97M-V def2-TZVPD RIJCOSX def2/J DEFGRID3
* xyz -1 2
Cu -1.52039 0.53752 1.12751
Cl -7.82631 2.23709 4.59556
C -6.44562 1.57232 3.75470
C -5.42936 2.40856 3.33650
C -4.34221 1.87146 2.67170
Cl -3.08752 2.95637 2.14450
C -4.19970 0.49140 2.39040
O -3.20834 -0.03974 1.77126
C -5.28394 -0.30066 2.84897
Cl -5.21412 -2.01041 2.54971
C -6.38042 0.21087 3.51167
H -5.47606 3.47241 3.52042
H -7.17262 -0.44884 3.83544
C 3.30250 -0.44868 -3.95844
Si 1.96824 0.50323 -3.03032
C 0.73508 1.18873 -4.26606
C 2.81435 1.92597 -2.16096
C 1.06984 -0.72873 -1.92890
C 1.25704 -2.09302 -2.11428
C 0.53576 -3.02916 -1.38404
C -0.38344 -2.55444 -0.46728
N -0.59448 -1.26146 -0.25807
C 0.10863 -0.35608 -0.96356
S -0.26433 1.30488 -0.57159
H 3.87632 0.24157 -4.58205
H 2.89795 -1.22299 -4.61355
H 3.99581 -0.92241 -3.25890
H 1.21069 1.89032 -4.95599
H -0.06087 1.71651 -3.73605
H 0.27817 0.38729 -4.85077
H 3.48753 2.42309 -2.86630
H 3.40081 1.57941 -1.30942
H 2.09105 2.65029 -1.79098
H 1.98798 -2.44119 -2.83630
H 0.68020 -4.09178 -1.52519
H -0.98183 -3.23327 0.13198
Se -0.00163 0.65789 2.98983
C 1.57315 -0.03346 2.15310
C 1.72630 -1.40779 1.97080
C 2.87405 -1.92570 1.38834
C 3.89923 -1.07743 0.99202
C 3.76105 0.29113 1.18086
C 2.60560 0.81039 1.74853
H 0.92591 -2.06590 2.28301
H 2.96467 -2.99533 1.23983
H 4.79805 -1.47909 0.53967
H 4.55919 0.95995 0.87966
H 2.48804 1.87890 1.87306
*
```

<S²>: 0.76
energy above the lowest of the compared OMol25 structures with the same formula, charge and spin: 0.000 eV
HOMO level (alpha / beta): -4.622 / -4.786 eV
lowest unoccupied orbital energy (alpha / beta): 2.7 / 1.7 eV
Kohn-Sham gap (alpha / beta): 7.300 / 6.444 eV